Entry from the OMol25 dataset: a molecular structure, C24H16Co2NO6 at a distorted geometry (the ωB97M-V functional and the def2-TZVPD basis).

spin multiplicity: 1
net charge: -1
energy: -114173.9659 eV
energy above the lowest of the compared OMol25 structures with the same formula, charge and spin: 46.98 kcal/mol
HOMO-LUMO gap: 6.199 eV

Last column: Löwdin charge in e.
Element x y z (Å)
O: -1.459 -6.067 -1.312  0.097
C: -0.660 -5.241 -1.285  -0.195
Co: 0.655 -4.064 -1.295  0.017
C: 1.864 -5.187 -1.857  -0.188
O: 2.568 -6.006 -2.282  0.079
C: 0.479 -2.786 -2.508  -0.175
O: 0.287 -1.933 -3.266  0.087
C: 1.596 -3.401 0.190  -0.273
C: 1.566 -2.009 0.429  -0.294
C: 2.490 -1.027 0.493  -0.104
C: 2.623 0.216 -0.276  -0.238
C: 3.502 0.312 -1.380  -0.041
C: 3.577 1.490 -2.122  -0.104
C: 2.825 2.620 -1.752  -0.111
C: 2.119 2.592 -0.545  -0.109
C: 2.056 1.417 0.197  -0.069
Co: 0.002 -2.809 0.778  0.073
C: -1.041 -4.077 1.436  -0.148
O: -1.676 -4.946 1.863  0.127
C: -1.273 -2.344 -0.453  -0.151
O: -2.230 -2.080 -1.054  0.117
C: -0.042 -2.042 2.348  -0.157
O: -0.029 -1.660 3.448  0.101
H: 2.420 -4.038 0.552  0.075
H: 3.424 -1.289 1.045  0.109
H: 4.104 -0.571 -1.633  0.113
H: 4.215 1.522 -3.006  0.091
H: 2.786 3.497 -2.402  0.092
H: 1.590 3.475 -0.193  0.100
H: 1.532 1.350 1.150  0.108
C: -3.080 1.845 3.149  -0.027
N: -2.340 1.595 1.921  -0.114
C: -1.483 0.542 1.724  -0.047
C: -0.821 0.693 0.505  -0.025
C: -1.357 1.880 -0.130  -0.143
C: -2.309 2.419 0.799  -0.185
C: -2.956 3.631 0.635  -0.037
C: -2.646 4.372 -0.516  -0.110
C: -1.745 3.859 -1.466  -0.113
C: -1.118 2.619 -1.302  -0.038
H: -3.225 2.924 3.271  0.077
H: -4.063 1.354 3.127  0.090
H: -2.522 1.453 4.011  0.092
H: -1.415 -0.164 2.538  0.087
H: -0.022 0.077 0.111  0.075
H: -3.674 3.940 1.400  0.095
H: -3.111 5.351 -0.658  0.090
H: -1.530 4.470 -2.347  0.093
H: -0.450 2.228 -2.077  0.114

Entry from the OMol25 dataset: a molecular structure, C24H16IrN10 (the ωB97M-V functional and the def2-TZVPD basis).

spin multiplicity: 5
net charge: -1
energy: -42883.8452 eV
energy above the lowest of the compared OMol25 structures with the same formula, charge and spin: 3.04 kcal/mol
HOMO-LUMO gap (alpha / beta): 5.440 / 6.034 eV

Last column: Mulliken spin population.
Element x y z (Å)
Ir: -0.970 1.792 2.173  1.914
N: -3.060 2.380 4.823  0.033
C: -2.437 3.482 4.288  0.010
N: -2.627 4.697 4.731  0.005
N: -1.812 5.455 3.943  0.035
N: -1.185 4.739 3.100  -0.009
N: -1.563 3.433 3.282  0.025
C: -2.910 1.087 4.409  0.010
N: -3.540 0.079 4.959  0.002
N: -3.084 -1.003 4.264  0.043
N: -2.248 -0.672 3.371  -0.014
N: -2.098 0.697 3.420  0.001
H: -3.720 2.542 5.566  -0.001
C: -0.563 0.215 1.087  0.076
C: -0.305 -0.750 0.388  0.182
C: 0.001 -1.897 -0.359  0.172
C: 0.101 -1.746 -1.817  0.061
C: -0.426 -2.696 -2.695  0.082
C: -0.345 -2.507 -4.067  -0.039
C: 0.263 -1.366 -4.580  0.080
C: 0.777 -0.407 -3.715  -0.067
C: 0.689 -0.598 -2.346  0.071
C: 0.208 -3.137 0.357  0.009
C: 0.790 -4.264 -0.243  0.134
C: 0.994 -5.425 0.483  -0.070
C: 0.628 -5.493 1.824  0.144
C: 0.062 -4.379 2.437  -0.079
C: -0.145 -3.216 1.719  0.127
H: -0.926 -3.569 -2.295  0.004
H: -0.769 -3.246 -4.735  -0.001
H: 0.323 -1.216 -5.651  0.006
H: 1.237 0.495 -4.098  0.007
H: 1.070 0.158 -1.672  0.030
H: 1.109 -4.214 -1.277  0.011
H: 1.450 -6.280 0.001  -0.003
H: 0.790 -6.403 2.387  0.012
H: -0.225 -4.417 3.479  -0.004
H: -0.591 -2.352 2.198  0.024
N: 0.216 2.870 0.975  0.115
C: 0.780 2.932 -0.062  0.179
C: 1.407 2.980 -1.284  0.063
C: 2.730 2.445 -1.462  0.243
C: 3.370 2.589 -2.666  -0.114
C: 2.761 3.236 -3.757  0.320
C: 1.450 3.723 -3.599  -0.114
C: 0.773 3.601 -2.414  0.231
H: 3.208 1.929 -0.641  0.015
H: 4.370 2.186 -2.776  -0.004
H: 3.284 3.352 -4.695  0.031
H: 0.953 4.201 -4.436  -0.005
H: -0.243 3.960 -2.320  0.019

Entry from the OMol25 dataset: a molecular structure, C24H16LaN2S (the ωB97M-V functional and the def2-TZVPD basis).

spin multiplicity: 1
net charge: +1
energy: -39816.6381 eV
energy above the lowest of the compared OMol25 structures with the same formula, charge and spin: 3.50 kcal/mol
HOMO-LUMO gap: 6.778 eV

Last column: Löwdin charge in e.
Element x y z (Å)
La: 0.184 -0.180 0.000  2.170
S: 4.643 2.253 0.000  1.167
C: 5.049 0.564 0.000  -0.446
C: 6.299 -0.044 -0.001  -0.067
C: 6.348 -1.424 -0.001  -0.065
C: 5.180 -2.190 -0.001  -0.062
C: 3.940 -1.586 -0.001  -0.023
C: 3.872 -0.193 0.000  -0.321
N: 2.711 0.566 0.000  -0.096
C: 2.951 1.859 0.000  -0.529
C: 1.897 2.875 0.000  -0.310
C: 2.249 4.227 0.001  -0.059
C: 1.270 5.203 0.001  -0.067
C: -0.064 4.828 0.001  -0.076
C: -0.407 3.479 0.001  -0.167
C: 0.541 2.451 0.000  -0.270
H: 7.205 0.547 -0.001  0.118
H: 7.308 -1.922 -0.002  0.114
H: 5.254 -3.269 -0.002  0.113
H: 3.027 -2.169 -0.001  0.077
H: 3.293 4.521 0.001  0.088
H: 1.544 6.249 0.001  0.112
H: -0.838 5.586 0.001  0.108
H: -1.467 3.239 0.001  0.061
C: -4.730 0.275 -0.002  -0.044
C: -5.218 -1.025 -0.001  -0.027
C: -4.330 -2.083 -0.001  0.007
C: -2.952 -1.853 0.000  -0.227
N: -2.495 -0.580 -0.001  -0.056
C: -3.364 0.440 -0.001  -0.136
C: -1.950 -2.950 0.000  -0.239
C: -2.373 -4.281 0.001  -0.035
C: -1.457 -5.319 0.001  -0.067
C: -0.102 -5.036 0.002  -0.082
C: 0.317 -3.712 0.001  -0.170
C: -0.571 -2.630 0.001  -0.305
H: -5.390 1.130 -0.002  0.115
H: -6.284 -1.208 -0.002  0.121
H: -4.717 -3.088 0.000  0.107
H: -2.934 1.437 -0.002  0.092
H: -3.422 -4.541 0.000  0.100
H: -1.798 -6.345 0.002  0.111
H: 0.624 -5.840 0.002  0.108
H: 1.392 -3.541 0.002  0.056

Entry from the OMol25 dataset: a molecular structure, C24H16N2O5PRhS4Te (the ωB97M-V functional and the def2-TZVPD basis).

spin multiplicity: 5
net charge: -2
energy: -101300.6641 eV
energy above the lowest of the compared OMol25 structures with the same formula, charge and spin: 2.90 kcal/mol
HOMO-LUMO gap (alpha / beta): 5.946 / 5.336 eV

Last column: Mulliken spin population.
Element x y z (Å)
Rh: -1.114 -0.516 0.877  2.366
O: -2.943 -4.002 5.896  -0.001
C: -2.532 -3.175 4.890  -0.013
C: -3.383 -2.218 4.350  -0.006
C: -2.911 -1.417 3.329  -0.007
N: -1.680 -1.550 2.859  0.120
C: -0.866 -2.475 3.350  0.003
C: -1.245 -3.309 4.386  0.001
C: 0.467 -2.627 2.602  -0.003
O: 1.355 -3.291 3.138  0.006
O: 0.484 -2.056 1.469  0.107
C: -3.799 -0.396 2.612  -0.007
O: -4.891 -0.138 3.118  0.002
O: -3.309 0.052 1.526  0.108
H: -3.853 -3.781 6.107  -0.001
H: -4.402 -2.083 4.697  0.002
H: -0.551 -4.041 4.773  0.001
Te: -2.871 -2.052 -0.435  1.023
C: -2.062 -3.403 -1.817  -0.084
C: -0.744 -3.664 -2.069  0.045
C: -0.542 -4.632 -3.084  -0.024
C: -1.712 -5.095 -3.607  0.071
S: -3.069 -4.363 -2.852  0.011
H: 0.051 -3.169 -1.525  0.007
H: 0.433 -4.954 -3.421  -0.001
H: -1.859 -5.827 -4.386  0.004
S: -0.249 2.493 4.486  0.014
C: -0.233 1.634 3.116  0.000
N: -0.188 1.042 2.106  0.063
S: -0.524 2.521 -4.032  0.024
P: 0.385 1.999 -2.364  0.024
S: -0.441 0.434 -1.363  0.129
C: 0.608 3.454 -1.278  0.002
C: 0.455 3.325 0.096  -0.014
C: 0.646 4.424 0.924  0.000
C: 0.994 5.649 0.375  0.000
C: 1.139 5.781 -1.002  0.000
C: 0.940 4.689 -1.831  0.000
C: 2.116 1.531 -2.762  0.012
C: 2.308 0.582 -3.764  -0.001
C: 3.586 0.212 -4.145  -0.001
C: 4.690 0.792 -3.530  0.002
C: 4.505 1.724 -2.521  0.000
C: 3.222 2.089 -2.132  0.002
H: 0.187 2.364 0.517  0.015
H: 0.516 4.313 1.994  0.000
H: 1.152 6.508 1.018  0.000
H: 1.399 6.743 -1.429  0.000
H: 1.026 4.782 -2.907  0.001
H: 1.440 0.144 -4.243  -0.001
H: 3.730 -0.529 -4.922  0.000
H: 5.692 0.514 -3.833  0.000
H: 5.361 2.168 -2.027  0.000
H: 3.084 2.802 -1.330  -0.001

Entry from the OMol25 dataset: a molecular structure, C24H17Cl3N2O3PdS3 at a distorted geometry (the ωB97M-V functional and the def2-TZVPD basis).

spin multiplicity: 3
energy: -107837.7189 eV
energy above the lowest of the compared OMol25 structures with the same formula, charge and spin: 15.28 kcal/mol
HOMO-LUMO gap (alpha / beta): 7.844 / 6.266 eV

Last column: Mulliken spin population.
Element x y z (Å)
Pd: -0.571 0.454 -0.148  1.239
N: 2.516 -0.195 0.026  0.003
C: 2.678 -0.122 1.383  0.011
C: 3.936 -0.021 1.952  -0.001
C: 4.111 0.022 3.334  0.001
C: 3.036 -0.021 4.182  -0.001
C: 1.734 -0.134 3.659  0.010
C: 0.587 -0.192 4.476  -0.002
C: -0.651 -0.332 3.911  0.005
C: -0.751 -0.409 2.516  -0.001
N: 0.304 -0.347 1.729  0.114
C: 1.543 -0.203 2.249  -0.005
H: 1.582 0.047 -0.320  0.015
H: 3.272 0.182 -0.521  0.000
H: 4.798 0.043 1.305  0.000
H: 5.108 0.106 3.737  0.000
H: 3.164 0.040 5.251  0.000
H: 0.710 -0.130 5.547  0.000
H: -1.543 -0.367 4.514  0.001
H: -1.722 -0.519 2.032  -0.001
O: -2.544 -0.230 -0.563  0.290
C: -2.269 -0.561 -1.863  -0.048
C: -3.424 -0.260 -2.782  0.015
C: -4.654 0.199 -2.435  0.007
C: -5.466 0.480 -3.558  0.001
C: -4.836 0.246 -4.734  0.000
S: -3.229 -0.332 -4.503  0.003
C: -1.084 0.315 -2.304  0.006
C: 0.217 -0.018 -2.661  0.050
C: 0.949 1.108 -3.110  0.008
C: 0.221 2.257 -3.117  0.038
S: -1.388 2.021 -2.566  0.038
C: -1.860 -2.012 -1.898  0.005
C: -2.242 -3.052 -2.683  -0.003
C: -1.642 -4.271 -2.290  0.005
C: -0.830 -4.132 -1.212  0.000
S: -0.802 -2.510 -0.622  0.005
H: -4.954 0.335 -1.412  0.002
H: -6.476 0.843 -3.487  0.000
H: -5.206 0.368 -5.732  0.000
H: 0.599 -1.028 -2.689  0.003
H: 1.974 1.057 -3.431  0.002
H: 0.532 3.236 -3.424  0.001
H: -2.919 -2.956 -3.511  0.000
H: -1.810 -5.206 -2.792  0.000
H: -0.249 -4.881 -0.714  0.000
Cl: -1.781 4.967 0.671  0.001
C: -0.111 4.404 0.786  0.008
Cl: 0.515 4.720 2.410  0.000
Cl: 0.887 5.215 -0.410  0.003
C: -0.090 2.871 0.595  -0.004
O: -0.966 2.259 1.215  0.116
O: 0.790 2.388 -0.130  0.058

Entry from the OMol25 dataset: a molecular structure, C24H17Co2N2O6 at a distorted geometry (the ωB97M-V functional and the def2-TZVPD basis).

spin multiplicity: 1
net charge: -1
energy: -115678.9012 eV
energy above the lowest of the compared OMol25 structures with the same formula, charge and spin: 81.25 kcal/mol
HOMO-LUMO gap: 4.550 eV

Last column: Löwdin charge in e.
Element x y z (Å)
O: -2.606 0.639 -0.642  0.047
C: -1.642 0.012 -0.489  -0.195
Co: -0.191 -0.896 -0.284  0.109
C: 1.164 0.331 -0.785  -0.314
O: 1.732 1.148 -1.419  0.069
C: -0.295 -1.697 1.260  -0.280
O: -0.474 -2.078 2.344  0.042
C: -0.387 -2.403 -1.432  -0.308
C: -1.689 -3.073 -1.529  -0.199
C: -2.591 -3.187 -0.443  -0.037
C: -3.834 -3.800 -0.619  -0.101
C: -4.244 -4.216 -1.893  -0.127
C: -3.337 -4.168 -2.958  -0.109
C: -2.073 -3.600 -2.778  -0.036
C: 0.486 -1.927 -2.473  -0.387
C: 0.526 -1.075 -3.515  -0.039
Co: 1.394 -2.663 -1.164  0.090
C: 1.898 -3.107 0.527  -0.140
O: 2.324 -3.480 1.541  0.105
C: 1.820 -4.252 -1.745  -0.116
O: 2.162 -5.329 -2.006  0.109
C: 2.687 -1.574 -1.657  -0.160
O: 3.564 -0.975 -2.115  0.134
H: -2.325 -2.791 0.540  0.087
H: -4.486 -3.937 0.247  0.093
H: -5.268 -4.568 -2.056  0.087
H: -3.600 -4.575 -3.936  0.090
H: -1.369 -3.527 -3.609  0.109
H: 1.490 -0.743 -3.911  0.035
H: -0.367 -0.840 -4.104  0.047
C: -0.624 5.243 0.682  -0.049
C: 0.202 4.177 1.342  -0.220
C: 0.204 2.922 0.727  0.061
C: 0.962 1.932 1.316  -0.154
C: 1.714 2.131 2.471  -0.173
C: 1.686 3.357 3.118  0.023
C: 0.950 4.390 2.519  -0.233
C: 0.985 5.752 3.142  -0.070
N: 2.398 0.937 2.698  0.135
C: 2.072 0.057 1.731  -0.070
N: 1.254 0.635 0.878  0.030
H: -0.426 6.233 1.100  0.059
H: -0.425 5.275 -0.400  0.088
H: -1.700 5.038 0.786  0.092
H: -0.360 2.710 -0.186  0.132
H: 2.231 3.480 4.057  0.113
H: 1.660 5.735 4.003  0.070
H: 1.358 6.503 2.431  0.083
H: -0.003 6.086 3.490  0.086
H: 3.007 0.742 3.491  0.165
H: 2.382 -0.980 1.705  0.125

Which formula does entry 4 have? C24H16N2O5PRhS4Te

Number 1 is which compound? C24H16Co2NO6

Which of these has the lowest energy above the lowest of the compared OMol25 structures with the same formula, charge and spin? C24H16N2O5PRhS4Te

Which formula does entry 1 have? C24H16Co2NO6